[1]
Density functional theory data (wB97M-V/def2-TZVPD) for a cluster of 2 separate species, C2H2Cl3O2S in total at a distorted geometry.

HOMO (alpha / beta)	-0.054 / -0.217	Eh
multiplicity	3
total charge	-1
electronic energy	-54601.9574	eV

Last column: Löwdin spin population.
Cartesian coordinates (Å):
C 0.25 1.07 0.23  0.00
C -0.79 1.30 1.03  0.01
O -3.41 1.16 -2.43  0.34
O -2.99 -1.22 -2.40  0.37
S -2.52 0.12 -2.01  0.70
Cl -0.43 0.53 -3.24  0.55
Cl -2.16 0.33 1.51  0.03
Cl -0.84 2.65 2.20  0.00
H 0.06 0.07 -0.21  0.00
H 1.16 1.62 0.07  0.00

[2]
Density functional theory data (wB97M-V/def2-TZVPD) for the molecule C2H2Cl3OP at a distorted geometry.

HOMO (alpha / beta)	-0.349 / -0.360	Eh
electronic energy	-51007.0855	eV

Last column: Mulliken charge in e.
Cartesian coordinates (Å):
C 0.16 -0.60 -0.62  -0.41
C 1.20 0.06 0.33  -0.01
O -1.57 0.02 1.38  -0.39
P -1.64 0.00 -0.06  0.66
Cl -3.88 0.14 -0.52  -0.27
Cl 2.67 -0.86 -0.13  -0.13
Cl 1.64 1.84 -0.06  -0.15
H 0.37 -0.61 -1.77  0.33
H 1.03 0.01 1.45  0.37

[3]
Density functional theory data (wB97M-V/def2-TZVPD) for a structure of composition C2H2Cl3P at a distorted geometry.

HOMO	-0.378	Eh
electronic energy	-48961.5211	eV

Last column: Mulliken charge in e.
Cartesian coordinates (Å):
C 1.27 0.03 0.25  -0.33
C 0.07 -0.36 -0.07  0.09
P -1.55 0.20 -0.69  0.38
Cl 0.01 -2.46 -0.85  -0.32
Cl -1.21 2.20 -0.89  -0.21
Cl -2.34 0.20 1.14  -0.16
H 2.11 -0.69 0.28  0.25
H 1.65 0.89 0.82  0.29

[4]
Density functional theory data (wB97M-V/def2-TZVPD) for a cluster of 2 separate species, C2H2ClFNO2 in total at a distorted geometry.

HOMO (alpha / beta)	-0.162 / -0.159	Eh
total charge	-1
electronic energy	-22927.8367	eV

Last column: Mulliken charge in e.
Cartesian coordinates (Å):
C -1.13 0.78 -0.35  0.71
C 1.54 -0.61 0.39  -0.56
N -0.96 -0.11 0.65  -0.24
O -1.83 0.52 -1.34  -0.70
O -0.57 1.87 -0.19  -0.66
F -1.56 -1.35 0.35  -0.17
Cl 2.45 0.56 -0.32  -0.11
H 0.92 -0.37 1.18  0.47
H 1.14 -1.29 -0.36  0.25

[5]
Density functional theory data (wB97M-V/def2-TZVPD) for the molecule C2H2ClN at a distorted geometry.

HOMO	-0.362	Eh
electronic energy	-16115.9913	eV

Last column: Mulliken charge in e.
Cartesian coordinates (Å):
C -0.81 0.14 -0.04  0.33
C 0.73 -0.10 0.10  -0.34
N -0.13 1.18 -0.01  -0.37
Cl -2.30 -0.58 0.02  -0.10
H 1.33 -0.43 0.82  0.31
H 1.19 -0.20 -0.90  0.17

[6]
Density functional theory data (wB97M-V/def2-TZVPD) for a cluster of 2 separate species, C2H2ClN3O in total at a distorted geometry.

HOMO	-0.373	Eh
electronic energy	-21144.0873	eV

Last column: Mulliken charge in e.
Cartesian coordinates (Å):
C -0.98 -0.58 -0.77  0.47
C 0.97 1.16 0.92  0.67
N -2.16 -0.74 -0.71  -0.32
N 1.26 0.46 1.85  -0.54
N 0.21 -0.43 -0.58  -0.35
O 0.86 2.02 0.16  -0.42
Cl 1.43 -0.97 -1.69  -0.06
H -2.98 -0.42 -1.05  0.26
H 1.38 -0.49 1.87  0.29